Below is 2 unconnected molecules or ions with the total composition C3H9NOS at a distorted geometry, with properties calculated with ωB97M-V/def2-TZVPD.

Its molar mass is 107.18 g mol⁻¹. Its HOMO energy is -9.896 eV. The calculation puts the energy above the lowest of the compared OMol25 structures with the same formula, charge and spin at 109.5 kcal per mole. The total energy is -17625.456 eV. Its LUMO energy is -3.660 eV. As for the multiplicity: 1.

XYZ file:
```
15
Properties=species:S:1:pos:R:3:mulliken_charge:R:1
C 1.4199 -0.5205 0.3054 -0.5518
O 1.6219 -1.9379 0.5327 -0.5115
C -0.0227 -0.0490 0.4969 0.7110
C -0.1387 1.4567 0.1362 -1.4921
S -3.2398 0.7316 -1.4648 -0.1364
N -0.7176 -0.7241 -0.5973 -0.4846
H 1.8080 -0.2250 -0.7109 0.2352
H 2.0760 -0.0363 1.0761 0.2887
H 0.8952 -2.4182 0.1387 0.3222
H -0.4434 -0.2694 1.4838 0.2182
H -1.1565 1.8832 0.2864 0.3342
H 0.5531 2.0580 0.7319 0.3614
H 0.0910 1.5562 -0.9485 0.4473
H -1.3628 -0.0842 -1.1162 -0.0387
H -1.3836 -1.4212 -0.3505 0.2968
```

---

Below is 2 unconnected molecules or ions with the total composition C3H9NOS at a distorted geometry, with properties calculated with ωB97M-V/def2-TZVPD.

Its molar mass is 107.18 g mol⁻¹. Its HOMO energy is -8.736 eV. The calculation puts the energy above the lowest of the compared OMol25 structures with the same formula, charge and spin at 31.8 kcal per mole. The total energy is -17628.828 eV. Its LUMO energy is 0.659 eV. As for the multiplicity: 1. The SMILES is NC=O.CCS.

XYZ file:
```
15
Properties=species:S:1:pos:R:3:mulliken_charge:R:1
C -1.8678 -0.3308 0.3335 -0.7026
C -1.4147 1.0020 -0.1447 -0.3780
S -0.6451 2.1436 0.9151 -0.2108
H -2.5604 -0.1900 1.1750 0.3281
H -1.0535 -0.9984 0.6662 0.1034
H -2.3966 -0.8375 -0.5204 0.2568
H -0.5428 0.8773 -0.7971 0.1808
H -2.2162 1.5463 -0.6506 0.3431
H 0.4528 1.3645 1.0631 0.0678
C 2.0482 -0.5401 -0.8624 0.0547
N 2.1065 -1.1551 0.3532 -0.3661
O 1.1412 -0.6685 -1.6959 -0.5351
H 2.8326 0.2683 -0.9945 0.2907
H 2.8493 -0.6905 0.7982 0.2763
H 1.2665 -1.7912 0.3612 0.2909
```

---

Below is 2 unconnected molecules or ions with the total composition C3H9NOS at a distorted geometry, with properties calculated with ωB97M-V/def2-TZVPD.

Its molar mass is 107.18 g mol⁻¹. Its HOMO energy is -9.015 eV. The calculation puts the energy above the lowest of the compared OMol25 structures with the same formula, charge and spin at 15.4 kcal per mole. The total energy is -17629.535 eV. Its LUMO energy is 0.847 eV. As for the multiplicity: 1. The SMILES is NC=O.CCS.

XYZ file:
```
15
Properties=species:S:1:pos:R:3:mulliken_charge:R:1
C 2.2089 0.0130 -1.9570 -0.8978
C 2.8155 -1.3637 -1.9900 -0.4044
S 3.6760 -1.8907 -0.4395 -0.2256
H 2.1090 0.4573 -2.9394 0.2870
H 2.7712 0.7042 -1.3331 0.2802
H 1.2760 0.0279 -1.3857 0.2778
H 2.0675 -2.1479 -2.0481 0.2679
H 3.5829 -1.4998 -2.7403 0.3229
H 4.3740 -0.7936 -0.1413 0.0919
C -4.5608 2.1449 1.7944 0.1235
N -4.3979 1.3254 0.7127 -0.3655
O -4.1107 1.9229 2.8912 -0.5256
H -5.2360 2.9918 1.5520 0.2934
H -5.1255 1.3451 0.0222 0.2335
H -3.7383 0.5836 0.9036 0.2406
```

---

Below is 2 unconnected molecules or ions with the total composition C3H9NOSi at a distorted geometry, with properties calculated with ωB97M-V/def2-TZVPD.

Its molar mass is 103.20 g mol⁻¹. Its HOMO energy is -9.653 eV. The calculation puts the energy above the lowest of the compared OMol25 structures with the same formula, charge and spin at 31.1 kcal per mole. The total energy is -14671.049 eV. Its LUMO energy is 0.550 eV. As for the multiplicity: 1. The SMILES is [H]/N=[SiH]\OC.C=C.

XYZ file:
```
15
Properties=species:S:1:pos:R:3:mulliken_charge:R:1
C -2.0062 0.7146 -3.7189 -0.4539
C -2.0005 0.7842 -2.4042 -0.3892
C 2.3451 -0.9450 2.9945 -0.5370
N -0.4317 -0.5792 0.4909 -0.5004
O 1.8057 0.1653 2.3587 -0.2423
Si 0.5972 0.3584 1.3015 0.3817
H -1.6735 -0.1669 -4.2434 0.2327
H -2.3409 1.5301 -4.3412 0.2265
H -1.6571 -0.0187 -1.7789 0.1832
H 2.6584 -0.6528 3.9993 0.2255
H 3.2109 -1.3072 2.4409 0.2503
H 1.6171 -1.7564 3.0710 0.2786
H -2.3266 1.6721 -1.8806 0.2061
H -0.4125 -1.5917 0.4800 0.1889
H 0.6148 1.7932 1.2305 -0.0507
```

---

Below is a single C3H9NOSi molecule at a distorted geometry, with properties calculated with ωB97M-V/def2-TZVPD.

Its molar mass is 103.20 g mol⁻¹. Its HOMO energy (spin up / spin down) is -9.039 / -6.400 eV. The calculation puts the energy above the lowest of the compared OMol25 structures with the same formula, charge and spin at 96.8 kcal per mole. The total energy is -14668.199 eV. Its LUMO energy (spin up / spin down) is 0.236 / -0.001 eV. As for the multiplicity: 1.

XYZ file:
```
15
Properties=species:S:1:pos:R:3:mulliken_charge:R:1
C -0.5155 -1.9302 -0.9354 -1.1260
C -0.1336 0.0688 1.9977 -0.9536
C -0.2407 -0.4679 -1.2808 -0.5000
N 1.2375 3.0721 -0.6701 -0.3055
O 0.6104 2.1248 0.1828 -0.0838
Si -0.2211 0.7022 0.2180 0.1465
H 0.2227 -2.3140 -0.2353 0.3246
H -1.5016 -2.0506 -0.4911 0.3074
H -0.4730 -2.5418 -1.8339 0.3480
H 0.4321 -0.8586 2.0471 0.3062
H 0.3612 0.8004 2.6302 0.2922
H -1.1192 -0.1270 2.4078 0.3345
H -0.9719 -0.1278 -2.0180 0.3675
H 0.7353 -0.3877 -1.7667 0.3405
H 1.5772 4.0372 -0.2523 0.2015
```

---

Below is 2 unconnected molecules or ions with the total composition C3H9NS at a distorted geometry, with properties calculated with ωB97M-V/def2-TZVPD.

Its molar mass is 91.18 g mol⁻¹. Its HOMO energy is -8.822 eV. The calculation puts the energy above the lowest of the compared OMol25 structures with the same formula, charge and spin at 25.7 kcal per mole. The total energy is -15581.214 eV. Its LUMO energy is 0.934 eV. As for the multiplicity: 1. The SMILES is C=N.CCS.

XYZ file:
```
14
Properties=species:S:1:pos:R:3:mulliken_charge:R:1
C 0.3396 -1.9287 -2.9079 -0.2539
N 0.4986 -1.8751 -1.6620 -0.4194
H -0.3993 -2.5557 -3.4155 0.2202
H 0.9429 -1.3011 -3.5610 0.2452
H -0.2346 1.2364 -0.7185 0.1100
H -0.0440 -2.5874 -1.1697 0.2158
C 0.5209 -0.3416 1.9645 -0.9318
C -0.7246 0.4458 1.5176 -0.4467
S -0.2991 1.8770 0.4675 -0.2243
H 1.0195 -0.9393 1.2007 0.2707
H 1.2534 0.3990 2.2871 0.3123
H 0.2470 -0.9989 2.7911 0.2985
H -1.4423 -0.2112 1.0330 0.3016
H -1.1520 0.8116 2.4495 0.3017
```

---

Below is a molecular structure, C3H9NS at a distorted geometry, with properties calculated with ωB97M-V/def2-TZVPD.

Its molar mass is 91.18 g mol⁻¹. Its HOMO energy is -8.780 eV. The calculation puts the energy above the lowest of the compared OMol25 structures with the same formula, charge and spin at 133.3 kcal per mole. The total energy is -15576.550 eV. Its LUMO energy is 0.767 eV. As for the multiplicity: 1.

XYZ file:
```
14
Properties=species:S:1:pos:R:3:mulliken_charge:R:1
C 1.9048 -0.5576 -0.0772 -0.7084
C -0.0398 0.4926 0.2962 -0.1443
C -1.4104 0.7728 -0.3320 -0.7881
H 2.2430 0.4125 -0.3874 0.2877
H 2.8191 -0.9408 -0.9163 0.2191
H 2.1296 -1.1666 1.0065 0.2363
H 0.0254 -1.6899 0.2331 0.2765
H 0.1651 0.8342 1.5536 0.2343
H 0.4768 1.4189 -0.3275 0.2207
H -1.8766 1.7444 -0.1555 0.4592
H -1.3024 0.3011 -1.5791 0.2333
H -3.2523 -0.0825 0.9749 0.1347
N 0.4284 -0.7333 -0.2197 -0.3691
S -2.3108 -0.8057 -0.0696 -0.2919
```

---

Below is 2 unconnected molecules or ions with the total composition C3H9NS at a distorted geometry, with properties calculated with ωB97M-V/def2-TZVPD.

Its molar mass is 91.18 g mol⁻¹. Its HOMO energy is -8.039 eV. The calculation puts the energy above the lowest of the compared OMol25 structures with the same formula, charge and spin at 23.4 kcal per mole. The total energy is -15581.314 eV. Its LUMO energy is 1.005 eV. As for the multiplicity: 1. The SMILES is C=CN.CS.

XYZ file:
```
14
Properties=species:S:1:pos:R:3:mulliken_charge:R:1
C -1.7973 2.4996 -1.6980 -0.7289
S -1.7278 0.7220 -1.4007 -0.1963
H -1.2330 3.0262 -0.9205 0.2636
H -2.7971 2.9246 -1.7073 0.2911
H -1.3074 2.6920 -2.6406 0.2432
C 1.6130 -1.5209 1.3470 0.1393
C 0.4006 -1.7307 1.8501 -0.8250
N 1.9406 -1.4199 0.0057 -0.3844
H 2.5098 -1.5582 1.9599 0.2571
H 0.3163 -1.7541 2.9284 0.2213
H -0.5059 -1.9115 1.3003 0.2526
H -1.5554 0.7373 -0.0759 0.1207
H 1.2458 -1.1854 -0.6776 0.1680
H 2.8977 -1.5209 -0.2708 0.1776
```

---

Below is a single C3H9NS2 molecule at a distorted geometry, with properties calculated with ωB97M-V/def2-TZVPD.

Its molar mass is 123.25 g mol⁻¹. Its HOMO energy is -8.796 eV. The calculation puts the energy above the lowest of the compared OMol25 structures with the same formula, charge and spin at 9.5 kcal per mole. The total energy is -26417.265 eV. Its LUMO energy is 0.861 eV. As for the multiplicity: 1. The SMILES is CSSCCN.

XYZ file:
```
15
Properties=species:S:1:pos:R:3:mulliken_charge:R:1
N -1.4161 2.4868 0.6224 -0.6251
C -0.5725 1.5305 -0.0671 -0.2191
C -0.7853 0.1367 0.5339 -0.7047
S 0.7749 -0.5551 1.2273 -0.1245
S 1.9072 -0.9476 -0.3741 -0.0721
C 1.5001 -2.6684 -0.8653 -0.7563
H -1.0580 2.7796 1.5205 0.1890
H -1.6923 3.2838 0.0723 0.1974
H -0.7812 1.4973 -1.1435 0.3369
H 0.4724 1.8487 -0.0190 0.2702
H -1.5390 0.2737 1.3141 0.4357
H -1.1195 -0.7134 -0.0537 0.2481
H 0.5100 -2.6560 -1.3077 0.2427
H 2.2706 -3.0653 -1.5216 0.3119
H 1.5288 -3.2315 0.0613 0.2699
```

---

Below is 2 unconnected molecules or ions with the total composition C3H9NS2 at a distorted geometry, with properties calculated with ωB97M-V/def2-TZVPD.

Its molar mass is 123.25 g mol⁻¹. Its HOMO energy is -8.534 eV. The calculation puts the energy above the lowest of the compared OMol25 structures with the same formula, charge and spin at 39.9 kcal per mole. The total energy is -26415.947 eV. Its LUMO energy is 0.510 eV. As for the multiplicity: 1. The SMILES is C=NC.CSS.

XYZ file:
```
15
Properties=species:S:1:pos:R:3:mulliken_charge:R:1
C 0.6502 -1.7671 1.4274 -0.9744
S 1.5598 -0.3795 2.1492 0.0291
S 3.4484 -1.0279 2.6498 -0.2290
H -0.3377 -1.8359 1.8616 0.3658
H 0.7913 -1.9098 0.3625 0.3361
H 1.2040 -2.6070 1.8645 0.3572
H 3.7629 -1.7836 1.5814 0.1376
C -2.0193 1.8708 -2.1175 -0.7427
C -0.6058 0.9460 -0.5652 0.0193
N -1.7259 1.4759 -0.7514 -0.4067
H -2.5764 1.0747 -2.6265 0.2897
H -2.7290 2.6845 -2.1513 0.2894
H -1.1474 2.1140 -2.7255 0.3039
H -0.2993 0.5924 0.4164 0.0076
H 0.0240 0.5524 -1.3755 0.2171
```

---

Below is a single C3H9NS2 molecule at a distorted geometry, with properties calculated with ωB97M-V/def2-TZVPD.

Its molar mass is 123.25 g mol⁻¹. Its HOMO energy is -8.336 eV. The calculation puts the energy above the lowest of the compared OMol25 structures with the same formula, charge and spin at 29.5 kcal per mole. The total energy is -26416.398 eV. Its LUMO energy is 0.545 eV. As for the multiplicity: 1. The SMILES is C[C@H](N)CSS.

XYZ file:
```
15
Properties=species:S:1:pos:R:3:mulliken_charge:R:1
N 0.8750 -1.6117 0.0837 -0.6400
C -0.0955 -0.6308 -0.4317 0.2165
C -1.5133 -1.2951 -0.7201 -1.2813
C -0.2173 0.7139 0.2290 -0.8922
S 1.2413 1.7576 -0.1557 -0.0600
S 0.9747 3.2023 1.2902 -0.2240
H 1.1292 -1.4457 1.1122 0.2346
H 1.7479 -1.6121 -0.3365 0.2741
H 0.4461 -0.2847 -1.4176 0.2094
H -2.1340 -0.7915 -1.4454 0.3252
H -2.0863 -1.0525 0.1987 0.2971
H -1.5631 -2.3563 -0.8393 0.3894
H -0.3056 0.6730 1.2808 0.5382
H -0.8907 1.3659 -0.2813 0.4442
H 2.3918 3.3677 1.4330 0.1688
```

---

Below is a single C3H9NS2 molecule at a distorted geometry, with properties calculated with ωB97M-V/def2-TZVPD.

Its molar mass is 123.25 g mol⁻¹. Its HOMO energy is -8.565 eV. The calculation puts the energy above the lowest of the compared OMol25 structures with the same formula, charge and spin at 10.6 kcal per mole. The total energy is -26417.216 eV. Its LUMO energy is 0.789 eV. As for the multiplicity: 1. The SMILES is CSSCCN.

XYZ file:
```
15
Properties=species:S:1:pos:R:3:mulliken_charge:R:1
N 0.0145 -0.9845 -1.4561 -0.6309
C 0.4044 -1.3141 -0.0630 -0.6269
C -0.7352 -1.0395 0.9466 -0.6346
S -0.3421 0.4163 1.9918 -0.1350
S -1.1122 1.9402 0.8046 -0.0940
C 0.3634 2.4780 -0.0674 -0.7038
H -0.7726 -1.6059 -1.6229 0.2478
H 0.6886 -1.4403 -2.0512 0.2394
H 0.6357 -2.3907 -0.0464 0.4122
H 1.3053 -0.8393 0.3135 0.4312
H -1.7022 -0.9598 0.4592 0.4244
H -0.7753 -1.8314 1.6976 0.2711
H 0.7625 1.5679 -0.5251 0.1751
H 0.1157 3.0955 -0.9285 0.3207
H 1.1495 2.9076 0.5474 0.3030
```

---

What is the total energy in the first record? -17625.456 eV

---

Which value of energy above the lowest of the compared OMol25 structures with the same formula, charge and spin does entry 10 give? 39.9 kcal per mole

---

The highest total energy belongs to which entry? number 5